Entry 1:
Here is C4H3NO in the gas phase from the OMol25 dataset. Energies are from the ωB97M-V functional and the def2-TZVPD basis.

2S+1: 1
LUMO level: -0.97 eV
HOMO-LUMO gap: 8.103 eV

The geometry in XYZ format:
```
9
Properties=species:S:1:pos:R:3:nbo_charge:R:1
H -0.777 -2.276 0.302 0.215
C 1.366 -0.263 -0.383 0.226
H 1.324 2.205 -0.267 0.348
H -1.945 0.279 0.197 0.246
N 0.358 1.974 -0.161 -0.473
O 0.836 -1.370 -0.063 -0.443
C -0.947 -0.029 0.241 -0.310
C 0.301 0.743 -0.122 0.084
C -0.516 -1.262 0.257 0.109
```

Entry 2:
Here is a gas-phase ion, C3H11ClP (charge -1) from the OMol25 dataset. Energies are from the ωB97M-V functional and the def2-TZVPD basis.

2S+1: 1
LUMO level: 3.41 eV
HOMO-LUMO gap: 6.473 eV
charge: -1

The geometry in XYZ format:
```
16
Properties=species:S:1:pos:R:3:nbo_charge:R:1
C 1.421 0.903 0.715 -0.321
Cl 3.067 1.691 0.698 -0.165
H -0.163 -0.804 -1.835 0.190
H -0.584 -1.161 1.133 -0.227
H -0.370 0.898 -1.421 0.180
H 1.996 0.112 -1.191 0.195
H 1.468 -1.100 -0.034 0.201
H -1.776 -1.869 -0.457 -0.220
P -1.572 -0.551 0.208 0.485
H 0.716 1.715 0.630 0.216
H -1.438 0.771 0.881 -0.228
H 1.332 0.414 1.673 0.215
H -2.550 0.061 -0.725 -0.206
C -0.151 -0.090 -1.010 -0.712
H -2.659 -0.890 1.152 -0.166
C 1.262 -0.101 -0.417 -0.437
```

Entry 3:
Here is 2 unconnected molecules or ions with the total composition CH5N2OS from the OMol25 dataset. Energies are from the ωB97M-V functional and the def2-TZVPD basis.

2S+1: 1
LUMO level: 4.19 eV
HOMO-LUMO gap: 8.511 eV
charge: -1

The geometry in XYZ format:
```
10
Properties=species:S:1:pos:R:3:nbo_charge:R:1
O 0.603 -0.782 -2.491 -0.758
H -0.638 0.484 0.797 0.317
H 2.386 -1.708 -1.133 0.376
H 1.926 -0.925 0.367 0.375
H -0.959 2.422 1.736 0.107
N 1.669 -1.301 -0.550 -0.907
H -1.137 0.224 -1.052 0.355
N -0.317 0.017 -0.483 -0.950
S -1.203 1.178 2.120 -0.677
C 0.563 -0.684 -1.247 0.763
```

Entry 4:
Here is a molecular structure, C4H7NO from the OMol25 dataset. Energies are from the ωB97M-V functional and the def2-TZVPD basis.

2S+1: 1
LUMO level: -0.45 eV
HOMO-LUMO gap: 7.857 eV

The geometry in XYZ format:
```
13
Properties=species:S:1:pos:R:3:nbo_charge:R:1
H 1.902 0.629 0.200 0.200
N 0.035 0.093 -0.609 -0.324
H 1.645 -1.143 -0.015 0.230
H 1.913 -0.088 -1.427 0.222
C 1.465 -0.148 -0.430 -0.448
C -0.722 0.018 0.804 -0.263
H -0.141 -0.356 1.639 0.229
C -0.933 1.356 0.576 -0.073
H -1.558 1.682 -0.250 0.209
O -0.398 -2.223 -0.275 -0.716
H -0.556 2.145 1.236 0.205
C -0.850 -1.085 -0.465 0.383
H -1.801 -0.881 -0.984 0.146
```

Entry 5:
Here is a molecular structure, C26H36ClLuN3O2 from the OMol25 dataset. Energies are from the ωB97M-V functional and the def2-TZVPD basis.

2S+1: 1
LUMO level (spin up / spin down): 2.47 / 2.53 eV
HOMO-LUMO gap (spin up / spin down): 5.018 / 3.816 eV
charge: -1

The geometry in XYZ format:
```
69
Properties=species:S:1:pos:R:3:nbo_charge:R:1
C 0.617 0.509 -3.018 -0.622
C 2.670 2.976 1.026 -0.077
H 1.243 4.545 -3.718 0.205
H -2.381 -0.247 4.946 0.196
C -1.257 -1.873 -2.510 0.603
C 2.395 2.141 -2.540 -0.514
C 2.006 -3.154 2.955 -0.621
C -1.235 2.398 -3.765 -0.294
H 3.105 1.357 -2.843 0.246
N 1.938 1.140 -0.275 -0.729
C -0.439 -0.941 4.455 0.054
C -0.020 -1.612 5.645 -0.387
Cl 2.313 -3.118 -0.755 -0.390
H 2.817 -2.533 2.550 0.191
H -3.220 -0.287 -1.051 0.203
H 3.721 2.935 1.354 0.190
H 0.597 4.458 -2.070 0.213
H -1.789 0.273 3.349 0.196
C 0.028 2.803 -3.296 -0.027
H 1.999 -0.218 2.260 0.287
C -0.696 -1.410 -3.814 -0.490
H 2.158 3.826 1.505 0.199
H 2.865 1.134 3.026 0.209
H 0.271 -1.924 -3.977 0.232
H -0.831 -3.359 0.781 0.212
C -0.521 0.083 -3.662 -0.071
O 2.686 3.242 -0.421 -0.481
H 2.776 3.088 -2.926 0.233
C 1.001 1.826 -2.996 0.017
H 2.207 -2.084 0.236 -0.099
N -0.805 -1.531 -1.288 -0.761
C 0.966 -2.529 5.249 -0.359
H -3.428 0.130 -3.587 0.211
H -3.412 1.452 -4.793 0.206
H -0.767 -1.750 1.520 0.286
Lu 1.299 -0.791 -1.235 1.547
H -2.219 0.193 0.347 0.226
H -1.344 -1.682 -4.657 0.237
C -2.730 -2.877 -1.150 -0.078
N 0.270 -1.400 3.384 -0.590
H -1.992 3.149 -4.009 0.193
C -1.406 -2.445 0.960 -0.638
C -1.494 0.084 4.388 -0.623
H -0.030 2.487 0.878 0.203
C 2.364 2.140 -1.049 0.649
H -1.160 1.028 4.842 0.186
H -0.500 4.843 -3.440 0.207
C 1.943 1.638 1.140 0.067
H -2.801 -0.180 -5.214 0.207
H 0.527 2.408 2.569 0.215
C -2.780 -0.637 -0.105 -0.610
H -2.414 -3.917 -0.967 0.190
H -0.429 -1.424 6.629 0.180
C 0.518 1.873 1.606 -0.616
H 1.531 -3.227 5.857 0.180
H 3.597 0.310 1.621 0.209
H -3.610 -0.904 0.571 0.209
H -0.010 0.919 1.754 0.247
O -2.375 -2.557 -2.527 -0.485
H 1.471 -3.622 2.117 0.195
H -3.820 -2.758 -1.060 0.195
H 2.469 -3.958 3.539 0.199
C -2.867 0.580 -4.421 -0.632
C -1.524 1.033 -3.951 0.004
C 2.648 0.648 2.060 -0.634
C 1.106 -2.384 3.833 0.049
C 0.362 4.248 -3.125 -0.634
C -1.912 -1.866 -0.347 0.069
H -2.263 -2.695 1.608 0.209
```

Entry 6:
Here is C8H13P in the gas phase from the OMol25 dataset. Energies are from the ωB97M-V functional and the def2-TZVPD basis.

2S+1: 1
SMILES: C[C@H]1[C@H]2C=CC=[PH2][C@]21C
LUMO level: 0.80 eV
HOMO-LUMO gap: 7.145 eV

The geometry in XYZ format:
```
22
Properties=species:S:1:pos:R:3:nbo_charge:R:1
H 1.886 1.486 -0.323 0.226
H 2.385 -0.569 1.739 0.229
H -1.495 1.666 2.159 0.210
C -2.305 0.201 0.862 -0.181
C 0.189 1.379 -1.715 -0.629
C 0.920 1.048 -0.422 -0.205
C -1.301 1.004 1.290 -0.372
H -3.070 -1.614 -0.098 0.245
P -0.682 -1.313 -0.427 1.001
H 1.156 -2.053 1.470 0.215
H -0.679 -1.261 -1.994 -0.038
C 0.721 -0.282 0.235 -0.328
C -2.335 -0.817 -0.089 -0.853
H -0.357 -2.767 -0.401 0.003
H 0.696 0.867 -2.464 0.208
H 2.294 -1.734 0.260 0.212
H -3.223 0.584 1.317 0.216
H -0.927 1.236 -1.700 0.238
C 1.745 -1.182 0.961 -0.598
H 0.646 1.190 1.708 0.212
H 0.367 2.446 -1.964 0.221
C 0.085 0.923 0.893 -0.233
```

Entry 7:
Here is a molecular structure, C30H37BrI2N9O5Pb from the OMol25 dataset. Energies are from the ωB97M-V functional and the def2-TZVPD basis.

2S+1: 1
LUMO level (spin up / spin down): -3.20 / -6.43 eV
HOMO-LUMO gap (spin up / spin down): 6.964 / 3.729 eV
charge: +1

The geometry in XYZ format:
```
85
Properties=species:S:1:pos:R:3:mulliken_charge:R:1
N -4.930 1.640 0.745 0.157
C 0.780 -1.365 -3.500 -0.509
H -2.093 -2.864 1.381 0.699
C -1.526 -3.495 0.695 -0.381
C 4.240 -2.031 1.090 -0.113
C 1.857 0.742 2.159 -0.091
H 1.571 3.415 1.868 0.319
H -6.362 2.210 2.121 0.310
H 0.619 5.123 -1.387 0.379
H -6.851 1.722 -0.074 0.383
C 2.829 0.285 -4.180 -0.548
C -3.278 -1.461 -1.550 -1.051
C 3.734 1.550 3.661 -0.422
C 4.164 3.770 4.008 -0.172
C -0.015 5.004 -2.263 -1.092
O -1.308 2.166 0.593 -0.034
H 4.015 0.529 3.875 0.532
H -1.938 -3.369 -0.310 0.047
H 1.388 -2.722 2.088 -0.062
H -2.830 3.329 1.387 0.488
C -2.596 2.280 1.151 -1.299
Pb 0.116 -0.358 -0.290 1.190
C 2.671 1.839 2.809 0.346
H 0.037 3.614 0.139 -0.094
C 4.119 -3.398 1.357 0.218
H -5.622 0.911 -1.066 0.260
H 1.005 -2.266 -5.430 0.466
H -0.958 5.523 -2.089 0.299
H -0.031 -2.001 -3.177 0.572
C 0.374 -3.117 2.058 -0.199
H -5.098 1.174 2.792 0.299
H 1.329 -4.967 2.760 0.498
C -0.567 2.685 -1.675 0.441
H 4.770 4.502 4.523 0.384
C -0.890 3.194 -0.276 -0.766
H 0.233 -6.050 -0.428 0.308
N 4.437 2.504 4.230 -0.594
C 2.379 3.168 2.538 0.011
N 1.183 -0.454 -2.623 0.302
H 1.661 -3.528 -0.235 0.092
H 2.896 -0.752 -6.049 0.426
C -3.684 1.699 0.237 0.966
C -1.573 -4.987 1.154 -0.903
N -0.236 -5.410 1.490 0.088
H -2.563 1.717 2.089 0.466
C 3.177 -1.516 0.422 0.951
C 1.360 -1.512 -4.747 -0.953
H 0.492 5.478 -3.100 0.433
O -0.602 1.486 -1.969 -0.439
H 1.152 3.109 -4.086 0.343
O 1.873 -0.391 2.617 -0.547
H 3.644 0.958 -4.399 0.516
H 1.619 -5.682 0.616 0.402
H -4.763 2.883 2.438 0.341
N 2.232 -1.192 -0.180 -0.372
C 5.272 -1.199 1.524 -0.162
H -3.337 -1.124 -0.536 0.485
O 1.209 1.143 1.140 -0.434
C 0.326 -4.597 2.542 -1.041
C 0.639 -3.900 -0.198 -0.182
C 3.142 4.149 3.145 -0.121
H -0.244 -2.479 2.691 0.644
C 0.617 -5.365 0.328 -1.018
C 0.072 3.203 -3.937 -1.157
N -0.142 -3.046 0.694 0.603
C 2.410 -0.670 -5.090 -0.296
H -2.208 -5.098 2.035 0.313
H -0.323 3.943 -4.630 0.524
H -1.956 -5.627 0.358 0.345
H 0.209 -3.835 -1.201 0.518
Br 2.783 5.978 2.805 -0.191
N 3.900 -4.515 1.523 -0.620
N -0.222 3.609 -2.577 0.434
O -3.408 1.308 -0.884 -0.652
I -4.786 -2.675 -2.204 0.069
H -2.739 -0.881 -2.273 0.402
N 6.091 -0.471 1.869 -0.541
H -0.401 2.241 -4.128 0.241
C -5.989 1.056 -0.052 -1.080
C 2.173 0.353 -2.958 -0.040
H -6.298 0.096 0.368 0.365
H -0.286 -4.695 3.440 0.257
I 2.787 1.787 -1.555 0.240
H -1.640 3.991 -0.343 0.734
C -5.294 1.996 2.097 -0.931
```

The records above give, respectively, energy relative to the best compared isomer or geometry (same formula, charge and spin) values of 70.76; 1.99; 24.57; 127.25; 53.90; 61.26; 42.36 kcal per mole.